[1]
Density functional theory data (wB97M-V/def2-TZVPD) for a molecular structure, C35H36CaClFN5O3PSe3Te.

XYZ file:
```
87
C35H36CaClFN5O3PSe3Te, DFT wB97M-V/def2-TZVPD
Ca -0.8234 -1.9656 -2.9209
Cl -1.8590 -4.0318 -0.4796
C -1.0138 -3.6865 1.0075
C -1.7333 -3.8641 2.1820
C -1.1193 -3.6194 3.3971
C 0.2052 -3.2051 3.4250
C 0.9032 -3.0374 2.2419
C 0.3119 -3.2751 0.9949
P 1.1803 -2.9472 -0.5913
C 2.5842 -1.9594 0.0134
C 2.3765 -0.5870 0.1494
C 3.3853 0.2304 0.6300
C 4.6211 -0.3125 0.9602
C 4.8405 -1.6725 0.8070
C 3.8244 -2.4951 0.3375
C 1.9207 -4.5399 -1.0321
C 2.6559 -4.5423 -2.2209
C 3.2275 -5.7189 -2.6746
C 3.0542 -6.8971 -1.9597
C 2.3089 -6.9004 -0.7894
C 1.7419 -5.7227 -0.3218
H -2.7618 -4.1927 2.1261
H -1.6744 -3.7611 4.3155
H 0.7010 -3.0221 4.3701
H 1.9358 -2.7160 2.2743
H 1.4321 -0.1586 -0.1679
H 3.2248 1.3002 0.7006
H 5.4223 0.3277 1.3085
H 5.8086 -2.0966 1.0416
H 4.0011 -3.5560 0.2087
H 2.7673 -3.6345 -2.8072
H 3.7847 -5.7104 -3.6023
H 3.4913 -7.8177 -2.3257
H 2.1654 -7.8221 -0.2390
H 1.1628 -5.7273 0.5950
Se 0.3559 -3.6748 -4.9075
Se 3.9400 -2.3931 -5.6110
Te 1.6731 -1.5608 -5.4356
Se 1.6394 -0.3493 -3.1964
F 0.3117 1.4673 2.7588
C -0.3118 1.9557 1.6481
C -0.8042 1.0815 0.7265
C -1.4625 1.5767 -0.4012
C -1.8581 0.6268 -1.4482
O -1.7059 -0.5860 -1.2297
C -2.3855 1.2084 -2.6461
C -2.5988 2.5440 -2.6805
N -2.2672 3.4233 -1.6888
C -2.4724 4.8340 -1.8842
C -3.4416 5.5515 -0.9867
C -3.7900 5.2932 -2.4244
C -1.6308 2.9588 -0.5590
C -1.0903 3.8334 0.3959
C -0.4169 3.3407 1.4985
N 0.1565 4.2641 2.4151
C -0.7078 5.1065 3.1983
C -0.8765 4.5673 4.6161
N 0.4949 4.4706 5.2338
C 1.4039 3.5574 4.4463
C 1.4553 4.0557 3.0039
C -2.7369 0.3855 -3.9017
O -3.8505 0.5866 -4.3904
O -1.8184 -0.3840 -4.2784
H -0.6872 0.0114 0.8438
H -3.0611 2.9854 -3.5527
H -1.5862 5.3710 -2.2045
H -3.1975 6.5610 -0.6860
H -3.9503 4.9479 -0.2472
H -3.7764 6.1197 -3.1190
H -4.5357 4.5363 -2.6217
H -1.1409 4.9025 0.2466
H -1.6839 5.1850 2.7247
H -0.2945 6.1238 3.2572
H -1.2895 3.5592 4.6128
H -1.4809 5.2159 5.2485
H 0.4273 4.1418 6.1968
H 0.9051 5.4076 5.2661
H 0.9726 2.5645 4.5191
H 2.3836 3.5772 4.9211
H 2.0361 3.3561 2.4063
H 2.0003 5.0112 2.9931
N -4.2012 -2.6235 -3.8361
N -2.9051 -3.2203 -3.6717
H -4.6516 -3.0044 -4.6641
H -4.0711 -1.6331 -4.0275
H -2.4251 -3.3610 -4.5646
H -3.0453 -4.1392 -3.2660
```

The HOMO energy comes out at -5.4 eV. Its relative energy (zero: lowest compared OMol25 entry of this formula, charge and spin) is 56.45 kJ/mol. The calculation puts the max |F| at 0.57 eV/A.

Atom charges from the Löwdin analysis, given in e for atoms 1 to 2:
1. Ca 0.739
2. Cl 0.710

[2]
Density functional theory data (wB97M-V/def2-TZVPD) for a molecular structure, C42H105N7Na3O18P.

XYZ file:
```
176
C42H105N7Na3O18P, DFT wB97M-V/def2-TZVPD
Na 2.3371 -1.5299 3.0421
Na -1.4617 -1.8298 -0.0327
Na 0.7667 2.0457 0.2484
P 0.8777 -0.6082 0.8330
O 1.9622 -1.2499 -0.0485
O -0.1923 0.0445 -0.0753
O 1.5375 0.4327 1.7702
O 0.1786 -1.6437 1.7778
C -2.6573 0.7292 -2.2961
O -3.5655 -0.3258 -2.5473
C -2.9872 -1.2987 -3.3945
C -3.9427 -2.4554 -3.5029
N -5.2218 -2.0139 -4.0441
C -6.2394 -3.0647 -4.0466
C -7.5559 -2.5211 -4.5423
O -8.1853 -1.8288 -3.4803
C -9.2072 -0.9783 -3.9282
H -1.6490 0.3090 -2.2263
H -2.9499 1.2822 -1.4067
H -2.6301 1.4694 -3.1133
H -2.0367 -1.6778 -2.9779
H -2.7779 -0.8881 -4.3904
H -4.0632 -2.9324 -2.5161
H -3.5409 -3.2179 -4.1793
H -5.5581 -1.2174 -3.5142
H -6.3536 -3.5043 -3.0441
H -5.8612 -3.8371 -4.7237
H -8.1848 -3.3476 -4.9072
H -7.3891 -1.8422 -5.3867
H -9.6705 -0.5104 -3.0570
H -9.9966 -1.5311 -4.4502
H -8.8112 -0.1624 -4.5442
C 6.8763 3.9543 -0.0924
O 6.1590 2.7829 0.1790
C 5.0650 2.6235 -0.6806
C 4.3375 1.3414 -0.3562
N 2.9531 1.3552 -0.8515
C 2.9060 1.1185 -2.2971
C 1.5319 1.3741 -2.8651
O 1.1573 2.7382 -2.8995
C 2.0050 3.5238 -3.7074
H 7.4788 3.8717 -1.0096
H 7.5928 4.1289 0.7099
H 6.2015 4.8145 -0.1783
H 5.3668 2.6827 -1.7374
H 4.3287 3.4368 -0.5354
H 4.2975 1.2512 0.7306
H 4.8729 0.4635 -0.7515
H 2.6055 0.4985 -0.4026
H 3.1458 0.0585 -2.4812
H 3.6559 1.7288 -2.7966
H 0.7803 0.8549 -2.2624
H 1.4714 0.9512 -3.8821
H 1.5119 4.4840 -3.8554
H 2.1168 3.0660 -4.6988
H 2.9800 3.7001 -3.2469
C -5.2115 1.1591 1.8109
O -3.8858 1.2678 2.2575
C -3.0713 0.1839 1.8840
C -3.2711 -1.0665 2.7202
N -2.4528 -2.1377 2.1689
C -2.5345 -3.3577 2.9515
C -3.9416 -3.9339 3.0620
O -4.6378 -3.3743 4.1544
C -5.7892 -4.0924 4.5101
H -5.2704 1.0417 0.7177
H -5.7227 2.0736 2.1012
H -5.7332 0.2885 2.2261
H -2.0255 0.5023 1.9524
H -3.1920 -0.0655 0.8137
H -4.3275 -1.3400 2.7132
H -3.0096 -0.8462 3.7666
H -1.4642 -1.8155 2.1798
H -2.1989 -3.1701 3.9882
H -1.8786 -4.1328 2.5507
H -3.8915 -5.0253 3.1854
H -4.4735 -3.7514 2.1125
H -6.6466 -3.8155 3.8734
H -6.0465 -3.8500 5.5373
H -5.6574 -5.1716 4.3697
C -2.6588 9.0643 1.7224
O -2.4565 9.3579 0.3527
C -1.3249 8.7178 -0.2006
C -1.6131 7.2879 -0.6116
N -0.3826 6.6108 -0.9680
C -0.5077 5.3654 -1.6781
C -1.4844 4.3653 -1.0787
O -0.9980 3.9905 0.2005
C -1.9261 3.2030 0.9389
H -1.8962 9.5795 2.3211
H -2.5896 7.9950 1.9347
H -3.6421 9.4484 1.9761
H -0.5216 8.7006 0.5554
H -0.9860 9.3169 -1.0436
H -2.2954 7.2509 -1.4651
H -2.1339 6.7876 0.2209
H 0.2494 6.5337 -0.1850
H 0.4648 4.8862 -1.7300
H -0.8409 5.5437 -2.7085
H -1.5424 3.4694 -1.7139
H -2.4838 4.8106 -1.0060
H -1.5197 2.9671 1.9185
H -2.1031 2.2762 0.3824
H -2.8694 3.7435 1.0528
C -1.8888 1.7219 5.1457
O -0.6248 2.3490 5.2760
C 0.2891 1.8388 4.3420
C 1.6296 2.5165 4.5366
N 2.6995 1.6516 3.9934
C 3.8931 2.4199 3.6621
C 5.0799 1.5034 3.4345
O 5.6834 1.1263 4.6441
C 6.9453 0.5441 4.4344
H -1.7857 0.6481 5.3172
H -2.3352 1.9474 4.1683
H -2.5584 2.1823 5.8722
H -0.0820 1.9718 3.3176
H 0.4394 0.7576 4.4919
H 1.7672 2.6501 5.6120
H 1.6512 3.4955 4.0350
H 2.2729 1.2684 3.1462
H 4.1207 3.0843 4.4987
H 3.7389 3.0103 2.7451
H 5.7847 1.9175 2.6971
H 4.6921 0.6030 2.9087
H 6.8421 -0.3711 3.8300
H 7.3533 0.2849 5.4066
H 7.6072 1.2230 3.8857
C 3.3346 -2.5407 -5.9075
O 2.0539 -2.3831 -5.3723
C 2.0272 -2.5939 -3.9713
C 0.6048 -2.3294 -3.4826
N 0.4518 -2.5272 -2.0384
C 0.4974 -3.9291 -1.7027
C -0.8543 -4.6433 -1.7406
O -1.8876 -3.9199 -1.1095
C -2.9502 -4.7385 -0.6531
H 3.3770 -2.0765 -6.8927
H 3.6168 -3.5966 -6.0075
H 4.0911 -2.0313 -5.2902
H 2.7141 -1.8901 -3.4849
H 2.3336 -3.6261 -3.7568
H -0.1423 -2.9189 -4.0114
H 0.4423 -1.2586 -3.6470
H 1.0558 -1.9442 -1.4465
H 0.9770 -4.1207 -0.7397
H 1.0839 -4.5172 -2.4253
H -0.7711 -5.6412 -1.2931
H -1.1628 -4.8026 -2.7872
H -2.5802 -5.6019 -0.0920
H -3.5339 -5.1289 -1.4992
H -3.6040 -4.1092 -0.0539
C 6.5796 -2.0802 -2.5272
O 6.5154 -2.3101 -1.1483
C 5.2141 -2.6436 -0.7196
C 5.1692 -2.6142 0.8021
N 3.8025 -2.7735 1.3016
C 3.3235 -4.1518 1.2388
C 2.1190 -4.3709 2.1110
O 2.4238 -4.1997 3.5040
C 1.3432 -4.6574 4.2814
H 5.8255 -1.3518 -2.8555
H 6.4511 -3.0082 -3.1069
H 7.5716 -1.7035 -2.7753
H 4.8951 -3.6205 -1.1135
H 4.5089 -1.8809 -1.0886
H 5.5016 -1.6121 1.0925
H 5.8627 -3.3381 1.2310
H 3.1893 -2.2399 0.6609
H 4.1066 -4.8805 1.4730
H 3.0074 -4.4548 0.2244
H 1.7536 -5.4026 1.9806
H 1.2820 -3.7060 1.8507
H 0.4101 -4.1485 4.0126
H 1.6067 -4.5340 5.3293
H 1.1750 -5.7345 4.1232
```

The HOMO energy comes out at -8.3 eV. Its relative energy (zero: lowest compared OMol25 entry of this formula, charge and spin) is 128.83 kJ/mol. The calculation puts the max |F| at 1.57 eV/A.

Atom charges from the Löwdin analysis, given in e for atoms 1 to 2:
1. Na 0.477
2. Na 0.315

> max |F| of number 1 (C35H36CaClFN5O3PSe3Te)?

0.57 eV/A